Below is a 9-piece molecular cluster, C21H35F12N5O18 overall at a distorted geometry, with properties calculated with the ωB97M-V functional and the def2-TZVPD basis.

```
! wB97M-V def2-TZVPD RIJCOSX def2/J DEFGRID3
* xyz 0 1
H 4.81 1.77 -5.91
H -2.56 -4.88 4.20
F 3.16 -0.44 5.10
H -2.99 -3.75 2.76
O 4.05 -1.91 7.13
O 2.72 2.42 -6.82
H -2.95 -5.78 1.97
H -1.59 -4.76 1.31
O -0.44 -4.36 5.63
C 2.88 -3.20 8.73
O -5.01 -2.32 0.19
F -2.31 -2.25 0.23
N 2.87 2.43 -5.61
F 2.11 -3.91 4.70
C 1.13 -3.01 4.51
F 1.25 -2.15 5.61
F 1.34 -2.27 3.38
H -1.86 -0.65 -4.55
H -1.25 -6.17 2.20
F 5.18 -0.58 4.25
C -7.20 -3.36 -2.38
H 1.49 1.76 -2.24
O -3.49 0.81 -3.24
O -4.69 -3.58 -1.78
O 1.95 5.59 0.13
C -3.01 -1.97 -0.91
O 1.47 6.82 -4.34
C -2.89 -0.91 -4.79
C 1.07 4.50 1.97
H -1.06 1.15 -1.69
O -1.07 -3.61 3.50
H 1.25 3.12 -1.12
H 1.41 3.59 2.47
O 1.22 1.19 -0.25
H -6.12 -4.62 -0.76
N 0.65 6.68 -3.43
C 4.18 2.11 -5.09
H 0.01 3.30 -7.28
H -1.19 2.17 -6.77
H -1.00 2.64 -0.89
H -7.15 -3.28 -3.46
O -2.78 3.71 -7.03
C 4.44 -0.26 5.36
N 2.15 4.93 1.16
H -0.48 5.31 -2.29
H -3.06 -0.39 -5.73
C -5.97 -4.16 -1.73
H 3.93 1.32 -4.38
H 4.92 -3.54 8.02
C -0.53 2.10 -1.71
F 2.66 -1.61 0.44
C 2.45 0.78 -0.08
O -0.13 7.52 -3.20
O 3.45 1.27 -0.65
H -0.75 2.61 -2.65
O -4.73 -0.95 -3.46
H -3.10 -1.98 -4.80
C -0.17 -3.68 4.59
H 4.72 -2.21 9.15
O 6.15 -0.93 7.08
H 1.20 5.33 -1.97
H 2.52 -4.00 8.09
H -0.15 3.00 -5.51
H 2.95 -3.67 9.71
H 0.63 4.55 -3.56
N -3.77 -0.23 -3.76
H -7.36 -2.38 -1.93
N -1.70 4.11 -6.54
C 2.62 -0.40 1.04
H 0.23 4.43 1.28
C -4.39 -2.60 -0.78
H 4.59 2.87 -4.43
F 4.50 1.08 5.56
C 5.01 -1.08 6.63
C 0.48 5.30 -2.79
C 0.98 2.09 -1.34
H 0.77 5.25 2.71
F 1.58 -0.37 1.86
C 4.27 -2.71 8.29
F -3.03 -0.64 -1.01
F -2.37 -2.46 -2.04
O 3.30 4.58 1.47
C -2.26 -4.36 3.28
C -0.66 3.07 -6.46
O -1.47 5.22 -6.08
C -1.96 -5.35 2.15
H -8.16 -3.84 -2.18
O 2.02 2.85 -4.76
F 3.76 -0.25 1.68
H 2.12 -2.43 8.88
H -5.82 -5.08 -2.28
*
```

Values from the calculation:
structure (SMILES) = CCOC(=O)C(F)(F)F.CCOC(=O)C(F)(F)F.CCOC(=O)C(F)(F)F.CCOC(=O)C(F)(F)F.C[N+](=O)[O-].C[N+](=O)[O-].C[N+](=O)[O-].C[N+](=O)[O-].C[N+](=O)[O-]
HOMO = -0.3839 hartree
LUMO energy = -0.82 eV
Kohn-Sham gap = 0.3539 Ha

Below is a 7-piece molecular cluster, C21H53NO7PS6 overall at a distorted geometry, with properties calculated with the ωB97M-V functional and the def2-TZVPD basis.

```
! wB97M-V def2-TZVPD RIJCOSX def2/J DEFGRID3
* xyz 1 1
H -0.49 -1.08 -1.19
S -5.36 -4.02 1.33
H 1.23 -4.91 -2.05
H 5.73 0.57 4.07
H 3.98 0.41 -0.10
C -5.53 1.38 1.60
C -3.83 3.30 0.83
H 3.02 -4.29 2.25
H -6.35 2.05 1.31
H -3.60 3.41 1.89
H -0.15 2.22 -4.31
H -9.63 4.49 -0.90
H 0.44 2.74 -0.76
H -3.76 -3.67 3.09
H 4.76 0.10 2.66
H 9.95 -3.15 -0.06
H -4.70 3.91 0.57
H 5.71 -3.26 1.68
N 0.43 -1.58 -1.11
H -8.49 4.05 0.40
H 6.23 -4.21 0.27
H 2.02 -1.76 0.45
H -1.84 -3.34 -0.11
H 7.47 2.51 4.04
H 7.83 3.50 2.61
H 6.19 -2.43 0.18
H 0.20 3.19 -5.77
C 6.39 -3.29 0.82
H -0.98 -1.08 1.39
C -3.72 -3.67 2.00
C 1.01 -1.24 0.24
O 6.01 2.03 0.80
O -6.30 3.21 -1.24
O -0.27 -3.12 1.40
H 1.07 -1.27 -1.87
H 0.06 1.27 -1.82
H 1.21 3.93 -2.92
S -0.84 4.50 -4.04
H -5.20 1.60 2.61
H 0.55 -1.47 2.41
H 0.94 5.69 -2.97
S 8.09 -3.23 1.44
C 3.05 0.76 -0.72
H -5.50 -5.59 3.14
H -4.70 -6.30 1.70
O 8.30 -1.88 2.05
H 8.63 -4.15 -0.71
H 2.94 -0.06 -1.56
H -6.26 6.08 -1.97
C -5.52 -5.67 2.05
H 1.52 4.85 -4.42
C -0.72 -3.59 0.10
C 0.14 -3.06 -1.16
H -7.99 6.35 -1.64
O -5.22 -4.18 -0.15
H -3.40 -2.69 1.64
H 8.52 -2.37 -0.77
C 8.87 -3.22 -0.19
C 5.71 0.52 2.98
C -7.12 5.75 -1.38
H 2.21 -3.29 -2.08
C -0.53 2.99 -4.98
O -1.19 5.58 -5.02
C 0.88 4.77 -3.54
H -0.90 1.59 -0.17
H -0.64 -4.75 0.11
S -4.16 1.57 0.44
H 6.53 -0.12 2.62
S 5.87 2.18 2.29
P 1.42 0.65 0.29
C 0.00 -1.69 1.42
H -6.89 5.85 -0.32
O -3.01 0.76 0.97
C 2.70 -4.40 1.14
H -3.01 -4.43 1.66
H -0.53 -3.22 -2.10
C 2.19 -4.47 -0.08
H -1.47 2.66 -5.42
H -2.97 3.63 0.24
H -9.17 2.79 -0.66
C -8.82 3.82 -0.61
H -5.88 0.34 1.55
S -7.45 4.02 -1.77
C 1.48 -3.96 -1.47
H -6.47 -6.10 1.73
C 7.51 2.51 2.95
C 0.14 1.62 -0.72
H 8.22 1.76 2.60
H 3.18 1.81 -1.16
*
```

Values from the calculation:
HOMO = -0.3892 hartree
LUMO energy = -2.76 eV
Kohn-Sham gap = 0.2876 Ha

Below is C3H7F3N5 as an isolated structure at a distorted geometry, with properties calculated with the ωB97M-V functional and the def2-TZVPD basis.

```
! wB97M-V def2-TZVPD RIJCOSX def2/J DEFGRID3
* xyz 1 1
N 0.78 -0.08 3.08
H 0.39 -2.01 -1.27
H -0.07 2.00 1.35
C 1.46 -0.40 -1.92
C 0.09 -0.01 2.04
F 2.71 -0.82 -2.27
N -0.55 -0.94 1.27
H 1.04 0.82 3.51
H -0.70 -1.89 1.23
H 1.19 -0.91 3.58
N -0.09 1.02 1.17
F 1.57 -0.06 -0.59
C -0.88 0.10 0.30
F 1.16 0.73 -2.55
H 0.59 -1.93 -3.00
N -1.58 0.14 -0.69
H -1.85 0.96 -1.22
N 0.47 -1.37 -2.07
*
```

Values from the calculation:
HOMO = -0.5128 hartree
LUMO energy = -3.41 eV
Kohn-Sham gap = 0.3875 Ha